1.
The following is a quantum chemistry calculation of a structure of composition C16H20F12N2NaO14 at a distorted geometry, from the Open Molecules 2025 dataset.

Values from the calculation:
* calculated total energy: -85581.04892 eV
* largest force on an atom: 4.7 eV/Å
* multiplicity: 1
* HOMO: -0.1560 hartree
* total charge: -1
* relative energy (zero: lowest compared OMol25 entry of this formula, charge and spin): 85.02 kcal/mol
* frontier orbital gap: 4.59 eV

CARTESIAN COORDINATES (ANGSTROEM)
Na -1.356676 -0.158098 0.775581
N -4.356246 4.025012 0.056891
O -3.367336 3.353132 -0.263119
O -4.361146 5.258122 0.174751
O -5.350936 3.407472 0.293641
N -5.283386 -2.086108 3.262211
O -4.153386 -2.407278 2.941881
O -5.959756 -2.897308 3.842661
O -5.755666 -0.967538 3.058631
C 4.084834 -5.257188 -2.351239
C 3.536954 -4.583388 -1.101239
O 2.685924 -5.438568 -0.496399
C 1.599964 -5.059128 0.215601
O 1.374454 -3.909208 0.418801
C 0.696414 -6.236128 0.667121
F 0.581184 -6.239708 2.000431
F -0.489646 -6.086838 0.107741
F 1.123484 -7.427798 0.348691
H 3.289804 -5.729278 -2.928429
H 4.660924 -6.131398 -2.047959
H 4.729214 -4.624908 -2.962049
H 3.078804 -3.645828 -1.416119
H 4.373094 -4.344908 -0.443899
C -5.009326 -0.483138 -4.413519
C -5.202826 -1.945518 -3.954739
O -4.270816 -2.820678 -4.623639
C -3.083976 -2.993528 -4.157969
O -2.536756 -2.460098 -3.190109
C -2.283566 -4.148118 -4.913259
F -1.962876 -5.043198 -3.950109
F -3.063826 -4.707988 -5.815779
F -1.169596 -3.755798 -5.475919
H -4.971486 -0.342438 -5.493739
H -4.082536 -0.102228 -3.984469
H -5.801636 0.145162 -4.006619
H -6.148626 -2.307118 -4.358209
H -5.354426 -2.150238 -2.894929
C -0.072036 6.536952 3.476341
C 0.410854 5.124132 3.571461
O -0.131266 4.579292 4.766421
C -0.480906 3.308002 4.949511
O -0.520816 2.520072 4.002971
C -1.035406 2.991602 6.326521
F -0.383356 1.929792 6.909141
F -0.930406 4.007212 7.179251
F -2.334726 2.745752 6.164281
H 0.243514 6.872822 2.488561
H 0.321804 7.208852 4.238931
H -1.157136 6.530402 3.579371
H 1.496044 5.062332 3.489981
H 0.011214 4.634902 2.683171
C 4.620174 3.648472 -2.400239
C 4.223554 3.963462 -0.939789
O 4.810654 3.039312 0.018341
C 4.293024 1.767762 0.255991
O 3.314534 1.256602 -0.313459
C 5.082804 0.915662 1.331491
F 4.261664 0.039002 1.919511
F 6.095224 0.205102 0.827401
F 5.563294 1.677472 2.351851
H 4.142614 4.323652 -3.110289
H 4.308274 2.613772 -2.542399
H 5.698874 3.688712 -2.551549
H 3.148794 4.136742 -0.885389
H 4.560544 4.973932 -0.708549

Atoms 1-6, force components in eV/Å:
-0.7 0.1 0.2
0.2 0.3 0.4
2.7 0.1 -0.8
1.0 0.9 -0.3
-3.5 -1.5 0.7
-1.1 0.9 0.5

2.
The following is a quantum chemistry calculation of a structure of composition C16H20IrN3O4PTe, from the Open Molecules 2025 dataset.

Values from the calculation:
* calculated total energy: -48985.26512 eV
* largest force on an atom: 0.3 eV/Å
* multiplicity: 2
* HOMO (spin up / spin down): -0.5599 / -0.5485 hartree
* total charge: +2
* frontier orbital gap (spin up / spin down): 6.83 / 6.27 eV

CARTESIAN COORDINATES (ANGSTROEM)
Ir -0.874468 -0.226831 0.870238
O -2.363568 -1.727005 4.180779
C -1.667956 -1.514289 3.240756
N -1.907368 -0.412596 2.337459
C -3.075138 0.437440 2.547329
C -3.122601 1.439874 1.428162
C -4.075014 2.436308 1.356821
C -4.044786 3.318830 0.288620
C -3.061840 3.180799 -0.680440
C -2.137573 2.165791 -0.554100
N -2.169733 1.312947 0.479537
C -0.480544 -2.305332 2.804079
C -0.032801 -3.378830 3.535898
C 1.098194 -4.055186 3.088608
C 1.721902 -3.616550 1.936056
C 1.206944 -2.524613 1.249722
N 0.120053 -1.880173 1.669671
H -2.991401 0.925070 3.522081
H -3.975132 -0.182580 2.578101
H -4.827758 2.518400 2.129035
H -4.780440 4.108170 0.215022
H -3.006532 3.851865 -1.524958
H -1.350665 2.007030 -1.277448
H -0.563500 -3.663312 4.434293
H 1.482649 -4.903997 3.637254
H 2.606952 -4.107174 1.556559
H 1.676387 -2.157274 0.349399
C 0.981830 0.943426 -5.372685
C 1.863237 0.579969 -4.210929
O 1.061581 0.668822 -2.970732
P 1.134688 -0.419536 -1.859087
O 0.100743 0.063208 -0.832359
Te 0.680447 -2.664604 -2.605826
O 2.583872 -0.514508 -1.288499
C 3.448934 0.654299 -0.994797
C 3.483242 0.897785 0.489852
H 1.575612 0.927389 -6.286587
H 0.571280 1.944202 -5.249448
H 0.164940 0.231127 -5.482771
H 2.691117 1.273896 -4.079623
H 2.257986 -0.434045 -4.299709
H 3.060856 1.509711 -1.546007
H 4.418379 0.373826 -1.396546
H 2.496091 1.157725 0.872254
H 4.153896 1.732837 0.693354
H 3.867007 0.027688 1.021614

Atoms 1-6, force components in eV/Å:
-0.1 0.0 0.2
0.0 0.0 0.0
0.0 -0.1 0.0
-0.1 -0.1 -0.3
0.1 0.1 0.1
0.0 0.0 0.0

3.
The following is a quantum chemistry calculation of a structure of composition C16H20N2O2S2 at a distorted geometry, from the Open Molecules 2025 dataset.

Values from the calculation:
* calculated total energy: -45647.40616 eV
* largest force on an atom: 17.9 eV/Å
* multiplicity: 1
* HOMO: -0.2733 hartree
* relative energy (zero: lowest compared OMol25 entry of this formula, charge and spin): 349.99 kcal/mol
* frontier orbital gap: 7.33 eV

CARTESIAN COORDINATES (ANGSTROEM)
C 0.984764 4.831652 -2.864360
C 0.539768 4.490366 -1.403880
O -0.489751 3.568443 -1.301905
C -0.408972 2.354582 -1.486012
C 0.617006 1.734839 -1.748921
C 0.847787 0.478364 -1.805917
C -0.276002 -0.212686 -1.666776
C -1.516103 0.210056 -1.676025
C -1.544583 1.613108 -1.540909
H -2.507662 2.107840 -1.220010
H -2.194211 -0.344272 -1.591164
N -0.185435 -1.765702 -2.165112
H -1.201012 -2.299526 -1.604587
H 0.774375 -2.229849 -1.891684
S 2.402816 -0.462589 -2.055494
S 3.083149 -0.170664 0.092986
C 1.609782 -1.227723 0.847767
C 0.607415 -0.545056 1.267201
C -0.437575 -1.506000 1.662901
C -0.315833 -2.681612 1.727733
C 0.662551 -3.389504 1.108086
C 1.976994 -2.551430 0.715590
N 3.000947 -3.336993 0.124271
H 3.176048 -4.164815 0.481884
H 3.725768 -2.933966 -0.224756
H 0.746453 -4.547511 1.231586
H -1.398941 -3.284817 2.106736
O -1.429953 -0.703270 2.033467
C -2.629025 -1.094547 2.738850
C -2.404240 -1.623329 4.221280
H -2.041494 -0.849505 4.650614
H -3.390920 -2.091784 4.461447
H -1.564402 -2.410154 4.207160
H -3.116175 -2.024083 2.108368
H -3.496888 -0.406541 2.670276
H 0.750311 0.352683 1.190431
H 1.698568 2.192478 -1.871932
H 1.580141 4.368012 -0.731972
H 0.276630 5.560202 -1.067089
H 1.423991 3.990739 -3.468099
H 0.100825 5.263306 -3.311340
H 1.963086 5.741255 -2.950686

Atoms 1-6, force components in eV/Å:
3.0 1.1 -0.3
4.5 3.0 0.6
-1.3 8.8 1.8
-6.8 -1.3 -0.1
14.6 1.9 -2.1
1.7 -5.7 -0.5

Repeat the third record exactly.
The following is a quantum chemistry calculation of a structure of composition C16H20N2O2S2 at a distorted geometry, from the Open Molecules 2025 dataset.

Values from the calculation:
* calculated total energy: -45647.40616 eV
* largest force on an atom: 17.9 eV/Å
* multiplicity: 1
* HOMO: -0.2733 hartree
* relative energy (zero: lowest compared OMol25 entry of this formula, charge and spin): 349.99 kcal/mol
* frontier orbital gap: 7.33 eV

CARTESIAN COORDINATES (ANGSTROEM)
C 0.984764 4.831652 -2.864360
C 0.539768 4.490366 -1.403880
O -0.489751 3.568443 -1.301905
C -0.408972 2.354582 -1.486012
C 0.617006 1.734839 -1.748921
C 0.847787 0.478364 -1.805917
C -0.276002 -0.212686 -1.666776
C -1.516103 0.210056 -1.676025
C -1.544583 1.613108 -1.540909
H -2.507662 2.107840 -1.220010
H -2.194211 -0.344272 -1.591164
N -0.185435 -1.765702 -2.165112
H -1.201012 -2.299526 -1.604587
H 0.774375 -2.229849 -1.891684
S 2.402816 -0.462589 -2.055494
S 3.083149 -0.170664 0.092986
C 1.609782 -1.227723 0.847767
C 0.607415 -0.545056 1.267201
C -0.437575 -1.506000 1.662901
C -0.315833 -2.681612 1.727733
C 0.662551 -3.389504 1.108086
C 1.976994 -2.551430 0.715590
N 3.000947 -3.336993 0.124271
H 3.176048 -4.164815 0.481884
H 3.725768 -2.933966 -0.224756
H 0.746453 -4.547511 1.231586
H -1.398941 -3.284817 2.106736
O -1.429953 -0.703270 2.033467
C -2.629025 -1.094547 2.738850
C -2.404240 -1.623329 4.221280
H -2.041494 -0.849505 4.650614
H -3.390920 -2.091784 4.461447
H -1.564402 -2.410154 4.207160
H -3.116175 -2.024083 2.108368
H -3.496888 -0.406541 2.670276
H 0.750311 0.352683 1.190431
H 1.698568 2.192478 -1.871932
H 1.580141 4.368012 -0.731972
H 0.276630 5.560202 -1.067089
H 1.423991 3.990739 -3.468099
H 0.100825 5.263306 -3.311340
H 1.963086 5.741255 -2.950686

Atoms 1-6, force components in eV/Å:
3.0 1.1 -0.3
4.5 3.0 0.6
-1.3 8.8 1.8
-6.8 -1.3 -0.1
14.6 1.9 -2.1
1.7 -5.7 -0.5

Number 1 is which compound?
C16H20F12N2NaO14